Entry one
The following is a DFT calculation (the ωB97M-V functional and the def2-TZVPD basis) of 2 unconnected molecules or ions with the total composition C3H9NS2.

Positions of all 15 atoms, in Å:
1 N -0.058 -1.639 -1.952
2 H 3.690 0.009 1.674
3 H -1.333 2.244 -0.076
4 H -2.601 1.123 0.345
5 S 1.584 -0.296 3.188
6 C -1.162 0.327 -1.039
7 S 2.917 0.941 2.231
8 H -0.972 0.901 1.013
9 C -0.368 -0.730 -0.931
10 C -1.535 1.189 0.124
11 H 0.680 -0.376 2.200
12 H -1.545 0.584 -2.024
13 H -0.250 -1.290 -2.880
14 H 0.880 -2.008 -1.900
15 H 0.072 -0.980 0.028

Values from the calculation:
SMILES: C/C=C/N.SS
LUMO level in eV: 0.35
Orbital gap in eV: 8.493

Results of the natural (NBO) charge analysis, in e, for atoms 1 through 8: number 1, N, carries -0.814; number 2, H, carries 0.121; number 3, H, carries 0.210; number 4, H, carries 0.209; number 5, S, carries -0.117; number 6, C, carries -0.282; number 7, S, carries -0.119; number 8, H, carries 0.199

Entry two
The following is a DFT calculation (the ωB97M-V functional and the def2-TZVPD basis) of 2 unconnected molecules or ions with the total composition C3H9NS2.

Positions of all 15 atoms, in Å:
1 S 2.700 2.141 1.032
2 H 0.065 -0.888 -2.435
3 H -2.733 -1.365 -0.310
4 H 1.940 0.068 2.092
5 H -1.715 -0.499 0.898
6 C 1.644 0.635 1.145
7 H -1.777 -0.924 -2.260
8 C -1.762 -1.393 0.312
9 H 0.616 0.918 1.422
10 H 0.592 3.314 -0.135
11 S 1.819 3.066 -0.618
12 C -0.740 -1.093 -1.825
13 H -1.793 -2.238 0.968
14 N -0.646 -1.554 -0.618
15 H 1.789 -0.187 0.333

Values from the calculation:
SMILES: C=NC.CSS
LUMO level in eV: 0.51
Orbital gap in eV: 9.325

Results of the natural (NBO) charge analysis, in e, for atoms 1 through 8: number 1, S, carries 0.098; number 2, H, carries 0.176; number 3, H, carries 0.163; number 4, H, carries 0.231; number 5, H, carries 0.208; number 6, C, carries -0.776; number 7, H, carries 0.127; number 8, C, carries -0.434

Q: Which of them is the most stable? A: entry one.

Entry one
The following is a DFT calculation (the ωB97M-V functional and the def2-TZVPD basis) of 2 unconnected molecules or ions with the total composition C7H14Si.

Positions of all 22 atoms, in Å:
1 H 2.535 -0.922 -1.648
2 C -4.217 -0.121 0.632
3 C 1.394 3.089 0.426
4 Si -0.165 0.430 -0.886
5 H -0.403 -2.491 0.665
6 C -3.015 0.212 -0.050
7 C 0.873 -0.839 -0.046
8 C 2.275 -0.695 -0.550
9 H -5.061 0.209 -0.125
10 H 0.166 -2.926 -0.981
11 H -4.364 -1.185 0.996
12 H 0.320 1.073 -2.029
13 H -4.246 0.562 1.415
14 H 2.573 0.416 -0.366
15 H 1.008 3.820 -0.230
16 H 3.059 -1.300 -0.069
17 H 1.321 -2.836 0.354
18 H 2.455 2.837 0.485
19 C 0.459 -2.416 -0.098
20 C -1.899 0.391 -0.514
21 H 0.910 -0.554 0.939
22 H 1.003 3.168 1.418

Values from the calculation:
LUMO level (spin up / spin down) in eV: 0.06 / 0.08
Orbital gap (spin up / spin down) in eV: 8.377 / 6.429

Results of the natural (NBO) charge analysis, in e, for atoms 1 through 8: number 1, H, carries 0.212; number 2, C, carries -0.701; number 3, C, carries -0.645; number 4, Si, carries 1.160; number 5, H, carries 0.205; number 6, C, carries 0.105; number 7, C, carries -0.677; number 8, C, carries -0.628

Entry two
The following is a DFT calculation (the ωB97M-V functional and the def2-TZVPD basis) of 2 unconnected molecules or ions with the total composition C7H14Si.

Positions of all 22 atoms, in Å:
1 H 1.486 1.773 2.710
2 H 2.414 -3.121 -2.463
3 C 0.943 1.054 2.120
4 C 0.998 -2.591 -1.011
5 H -0.535 3.806 1.219
6 C 1.041 -1.249 -0.942
7 H -2.145 -0.542 2.188
8 H -1.259 2.969 -0.147
9 H 0.689 -3.129 -3.057
10 H 2.555 -0.703 -2.295
11 C 1.449 -2.675 -2.396
12 H 1.472 0.126 2.180
13 H 0.593 -3.304 -0.347
14 H 0.914 -0.646 -0.079
15 Si -0.721 1.392 1.670
16 H 0.833 -0.656 -3.052
17 H -2.282 3.265 1.319
18 H -2.983 0.617 2.718
19 C 1.578 -1.095 -2.350
20 C -1.321 3.069 0.946
21 H -2.906 0.586 1.016
22 C -2.347 0.442 1.886

Values from the calculation:
SMILES: C=[Si](C)C.C1=CCC1
LUMO level in eV: 0.51
Orbital gap in eV: 8.244

Results of the natural (NBO) charge analysis, in e, for atoms 1 through 8: number 1, H, carries 0.239; number 2, H, carries 0.205; number 3, C, carries -1.252; number 4, C, carries -0.191; number 5, H, carries 0.248; number 6, C, carries -0.194; number 7, H, carries 0.250; number 8, H, carries 0.248

Q: Which of them is the most stable? A: entry two.

Entry one
The following is a DFT calculation (the ωB97M-V functional and the def2-TZVPD basis) of 8 unconnected molecules or ions with the total composition C24H64O8.

Positions of all 96 atoms, in Å:
1 H -19.216 8.993 22.208
2 H -15.109 -7.630 22.538
3 H -15.244 10.369 14.411
4 H -12.685 4.516 18.104
5 H -16.772 10.705 13.668
6 C -12.614 2.433 18.481
7 H -10.418 5.893 25.098
8 O -8.094 7.065 25.503
9 H -15.756 3.630 10.313
10 C -15.258 -7.505 21.466
11 H -16.074 1.796 24.226
12 H -10.016 6.932 23.802
13 C -13.878 1.546 26.971
14 H -16.627 1.433 25.893
15 C -5.170 4.327 19.608
16 C -17.168 13.177 14.960
17 H -15.554 11.892 16.728
18 H -2.240 4.190 18.639
19 H -16.928 2.683 9.492
20 H -7.417 4.708 26.278
21 H -15.957 -4.861 20.790
22 H -14.655 1.297 27.693
23 H -14.904 3.133 26.121
24 O -15.136 12.386 16.019
25 C -16.204 10.854 14.587
26 H -16.682 10.379 15.444
27 H -13.220 1.462 24.538
28 H -9.128 4.667 26.429
29 C -17.999 5.288 11.717
30 H -2.018 5.749 19.489
31 H -18.752 4.708 12.250
32 H -7.618 5.929 23.954
33 H -18.840 4.051 8.949
34 C -3.793 4.615 20.188
35 H -8.522 3.685 25.270
36 H -18.470 6.249 11.514
37 C -19.683 8.871 21.231
38 O -14.070 4.119 19.592
39 C -2.746 5.038 19.100
40 H -14.883 -4.734 22.179
41 H -15.651 0.333 24.876
42 C -8.331 4.675 25.685
43 H -13.196 2.197 27.518
44 C -13.411 3.757 18.394
45 H -16.276 -7.433 21.081
46 H -3.762 5.446 20.893
47 C -14.556 2.160 25.773
48 H -17.228 7.135 20.092
49 H -10.050 5.258 23.431
50 H -12.054 2.258 17.562
51 H -20.768 8.883 21.337
52 O -17.707 7.953 20.239
53 H -20.818 6.942 19.946
54 H -13.182 1.551 18.776
55 H -2.605 3.236 20.306
56 H -8.720 6.992 26.227
57 H -19.331 6.184 19.198
58 C -9.773 5.956 24.222
59 C -14.417 3.682 17.182
60 H -14.858 -8.438 21.069
61 C -17.738 4.608 10.323
62 H -15.334 12.790 14.115
63 O -3.390 3.494 20.796
64 C -19.001 7.576 20.675
65 H -15.361 3.335 17.600
66 H -11.880 2.609 19.268
67 H -5.950 4.046 20.316
68 C -19.793 7.085 19.604
69 C -16.809 3.353 10.344
70 H -17.889 12.658 15.592
71 H -3.157 5.567 18.240
72 O -18.990 4.337 9.853
73 C -8.381 5.865 24.729
74 O -14.538 -6.526 19.390
75 H -14.386 -4.196 20.460
76 H -17.057 2.811 11.257
77 C -15.798 1.366 25.189
78 H -19.585 9.672 20.498
79 H -13.620 3.796 20.376
80 H -18.833 6.835 21.457
81 H -5.466 5.242 19.095
82 H -19.754 7.745 18.738
83 H -14.139 3.001 16.377
84 C -14.402 -6.305 20.767
85 H -17.547 13.266 13.942
86 H -14.400 4.707 16.811
87 C -14.914 -4.901 21.103
88 H -17.100 5.377 12.328
89 H -16.908 14.164 15.343
90 C -15.920 12.310 14.898
91 H -13.323 -6.289 20.924
92 H -13.547 0.521 26.805
93 H -13.667 -6.776 19.075
94 O -13.749 2.253 24.669
95 H -5.144 3.553 18.842
96 H -17.191 5.259 9.642

Values from the calculation:
SMILES: CC(C)O.CC(C)O.CC(C)O.CC(C)O.CC(C)O.CC(C)O.CC(C)O.CC(C)O
LUMO level in eV: 0.35
Orbital gap in eV: 10.358

Results of the Mulliken charge analysis, in e, for atoms 1 through 8: number 1, H, carries 0.283; number 2, H, carries 0.355; number 3, H, carries 0.310; number 4, H, carries 0.130; number 5, H, carries 0.348; number 6, C, carries -1.393; number 7, H, carries 0.278; number 8, O, carries -0.549

Entry two
The following is a DFT calculation (the ωB97M-V functional and the def2-TZVPD basis) of 8 unconnected molecules or ions with the total composition C24H64O8.

Positions of all 96 atoms, in Å:
1 H -1.280 -1.360 0.018
2 H 1.301 -1.970 -2.935
3 H 0.084 -1.954 -0.930
4 C 0.249 -4.762 -4.670
5 H -0.020 2.796 -1.934
6 H -1.166 -3.831 -1.380
7 C -3.604 0.575 0.609
8 O -2.600 -3.340 -0.292
9 H -1.009 1.323 -1.914
10 H -0.442 1.220 0.745
11 H 1.507 0.120 -2.070
12 O 2.259 -1.243 1.469
13 C 1.749 0.331 3.030
14 H -2.028 2.520 1.588
15 C -0.613 -2.180 -0.128
16 H -1.853 4.614 1.239
17 C 5.007 2.109 3.171
18 H -0.489 5.467 1.706
19 H 4.349 4.161 3.539
20 H 6.240 1.267 4.114
21 H -2.739 -3.325 -3.773
22 C 0.697 3.400 3.025
23 H -2.554 0.531 0.174
24 C -0.946 -4.592 0.448
25 H 1.874 -0.505 0.957
26 H -3.482 0.278 1.639
27 C -2.600 -0.746 -2.801
28 H 4.250 1.266 1.391
29 H 0.562 -2.102 -4.483
30 C 3.733 -1.267 3.249
31 C -3.493 -2.677 -4.089
32 H -4.995 3.275 -1.175
33 O -3.718 2.865 1.203
34 H 0.051 -2.229 0.724
35 C -0.704 3.474 2.440
36 O 1.180 -4.508 -2.525
37 H -0.400 -2.506 -3.035
38 C 1.102 -4.021 -3.675
39 H -1.164 -4.519 1.481
40 H 3.604 -1.152 4.363
41 H 0.681 0.527 2.762
42 C 4.640 2.209 1.773
43 C -4.237 2.014 0.398
44 H 2.170 -3.941 -3.969
45 C 5.194 3.539 3.716
46 H 5.276 3.484 4.835
47 H 0.710 -5.706 -4.998
48 H 2.712 0.430 -0.813
49 H 1.214 2.190 0.031
50 C -3.852 -1.635 -3.041
51 H -3.006 0.199 -2.426
52 O -1.153 2.371 2.013
53 H 1.662 -1.741 3.212
54 H -2.100 -0.456 -3.744
55 H -3.238 2.731 -1.335
56 H -5.100 -2.645 -2.259
57 H 0.265 -4.187 -5.555
58 C -4.251 2.516 -1.011
59 O -4.266 -2.232 -2.041
60 H -0.244 4.341 0.468
61 H -4.337 -3.374 -4.365
62 C 0.589 -2.601 -3.496
63 C 2.283 -1.027 2.692
64 C 1.949 0.883 -1.445
65 H 1.308 3.050 2.228
66 H -4.398 3.561 1.447
67 H -1.329 3.794 3.284
68 H -1.394 -5.519 0.056
69 H 0.820 2.697 3.823
70 H 4.456 -0.551 2.969
71 H -3.073 -2.252 -5.015
72 H 2.435 1.611 -2.089
73 H 2.351 1.030 2.450
74 C -1.381 -3.427 -0.401
75 H 4.115 -2.232 3.093
76 C -0.819 4.488 1.381
77 H 1.811 0.545 4.097
78 H -4.592 1.673 -1.622
79 H -0.785 -4.836 -4.299
80 H -1.097 2.520 -0.648
81 H -4.704 -0.990 -3.429
82 H 1.101 4.341 3.274
83 C -0.415 2.013 -1.303
84 C 0.811 1.453 -0.581
85 H -1.948 -1.192 -2.072
86 H 6.120 3.922 3.350
87 O 6.039 1.387 3.205
88 H 4.122 1.726 3.720
89 H -4.123 -0.128 0.077
90 O 0.301 0.738 0.334
91 H -5.308 1.923 0.655
92 H 5.450 2.547 1.131
93 H 0.136 -4.639 0.371
94 H -2.962 -2.826 -1.009
95 H 1.705 -3.936 -1.988
96 H 3.788 2.819 1.594

Values from the calculation:
SMILES: CC(C)O.CC(C)O.CC(C)O.CC(C)O.CC(C)O.CC(C)O.CC(C)O.CC(C)O
LUMO level in eV: 0.21
Orbital gap in eV: 9.045

Results of the Mulliken charge analysis, in e, for atoms 1 through 8: number 1, H, carries -0.267; number 2, H, carries 0.219; number 3, H, carries 0.187; number 4, C, carries -1.495; number 5, H, carries 0.588; number 6, H, carries -0.216; number 7, C, carries -1.388; number 8, O, carries -0.666

Q: Which of them is the most stable? A: entry one.

Entry one
The following is a DFT calculation (the ωB97M-V functional and the def2-TZVPD basis) of a single CH5NO molecule.

Positions of all 8 atoms, in Å:
1 O 0.566 -0.719 -0.007
2 H -1.452 -1.153 -0.417
3 N 1.497 0.304 0.003
4 H -1.314 0.674 -0.604
5 H 1.766 0.748 -0.864
6 H 1.276 0.851 0.795
7 C -1.072 -0.325 0.008
8 H -1.269 -0.381 1.086

Values from the calculation:
SMILES: CON
LUMO level in eV: 1.12
Orbital gap in eV: 9.862

natural (NBO) analysis output, partial charges in e: number 1, O, carries -0.432; number 2, H, carries 0.181; number 3, N, carries -0.533; number 4, H, carries 0.192; number 5, H, carries 0.344; number 6, H, carries 0.335; number 7, C, carries -0.280; number 8, H, carries 0.192

Entry two
The following is a DFT calculation (the ωB97M-V functional and the def2-TZVPD basis) of 2 unconnected molecules or ions with the total composition CH5NO.

Positions of all 8 atoms, in Å:
1 H -3.755 -2.462 -0.356
2 O -2.796 -2.426 -0.393
3 H 2.759 2.387 -0.003
4 H 1.877 1.142 -1.096
5 H -2.525 -3.346 -0.445
6 N 1.038 1.557 0.749
7 H 1.456 1.490 1.680
8 C 1.945 1.658 -0.136

Values from the calculation:
SMILES: C=N.O
LUMO level in eV: 1.14
Orbital gap in eV: 10.374

natural (NBO) analysis output, partial charges in e: number 1, H, carries 0.466; number 2, O, carries -0.932; number 3, H, carries 0.136; number 4, H, carries 0.157; number 5, H, carries 0.466; number 6, N, carries -0.636; number 7, H, carries 0.352; number 8, C, carries -0.010

Q: Which of them is the most stable? A: entry two.

Entry one
The following is a DFT calculation (the ωB97M-V functional and the def2-TZVPD basis) of a gas-phase ion, C4H2NO3 (charge -1).

Positions of all 10 atoms, in Å:
1 H -2.476 -0.787 -1.087
2 H 0.379 1.897 -0.717
3 C 1.526 -0.436 1.061
4 O 2.232 -1.223 0.418
5 O 1.862 0.173 2.072
6 C 0.169 -0.070 0.393
7 C 0.034 0.958 -0.504
8 O -1.195 0.810 -1.136
9 N -0.936 -0.930 0.228
10 C -1.596 -0.392 -0.726

Values from the calculation:
SMILES: O=C([O-])c1cocn1
Total charge: -1
LUMO level in eV: 3.67
Orbital gap in eV: 7.647

Results of the natural (NBO) charge analysis, in e, for atoms 1 through 8: number 1, H, carries 0.157; number 2, H, carries 0.189; number 3, C, carries 0.732; number 4, O, carries -0.751; number 5, O, carries -0.752; number 6, C, carries 0.012; number 7, C, carries -0.004; number 8, O, carries -0.438

Entry two
The following is a DFT calculation (the ωB97M-V functional and the def2-TZVPD basis) of 2 unconnected molecules or ions with the total composition C4H2NO3.

Positions of all 10 atoms, in Å:
1 H 0.590 -0.422 0.721
2 C 0.453 0.706 0.478
3 H -1.393 -0.137 -0.177
4 O 1.298 1.532 0.510
5 O -4.146 -0.779 1.021
6 C -3.777 -0.308 -0.040
7 C -0.838 0.709 -0.055
8 N -3.407 0.160 -1.028
9 O -1.867 2.827 -0.801
10 C -1.474 1.787 -0.524

Values from the calculation:
Total charge: -1
LUMO level in eV: 3.71
Orbital gap in eV: 8.269

Results of the natural (NBO) charge analysis, in e, for atoms 1 through 8: number 1, H, carries 0.069; number 2, C, carries 0.417; number 3, H, carries 0.292; number 4, O, carries -0.596; number 5, O, carries -0.745; number 6, C, carries 0.625; number 7, C, carries -0.687; number 8, N, carries -0.816

Q: Which of them is the most stable? A: entry one.